Entry 1:
{
  "formula": "C3H4P2",
  "method": "ωB97M-V/def2-TZVPD",
  "species": ["C", "C", "C", "P", "P", "H", "H", "H", "H"],
  "coordinates": [[0.9816, -0.3434, 0.1498], [-0.3959, -0.0621, 0.3493], [-1.1716, 1.0211, 0.4773], [2.5388, 0.1346, 0.1005], [-0.1504, -1.8125, 0.1849], [-0.4458, 1.7442, 0.8788], [-2.3204, 1.0102, 0.5893], [3.0695, -1.0935, -0.1099], [-0.0509, -1.8920, -1.1551]],
  "forces_ev_per_angstrom": [[-0.836, -0.985, 1.258], [-0.933, 0.992, -1.295], [-0.093, -0.925, 1.533], [0.244, 1.946, 0.046], [0.447, -0.697, 1.331], [-1.352, 1.090, -0.543], [2.256, 0.224, -0.264], [0.666, -1.419, -0.220], [-0.399, -0.226, -1.847]],
  "max_force_ev_per_a": 2.28,
  "orbital_gap_ev": 8.3,
  "smiles": "[H]/P=C1\\PC1=C",
  "de_lowest_ev": 2.044
}

=====

Entry 2:
{
  "formula": "C3H4P2",
  "method": "ωB97M-V/def2-TZVPD",
  "species": ["C", "C", "C", "P", "P", "H", "H", "H", "H"],
  "coordinates": [[1.9223, 0.2044, -0.0003], [0.5591, 0.4112, -0.0174], [-0.2412, -0.6566, -0.1987], [-2.6393, -0.1245, 0.2946], [-4.5347, 0.2426, -0.0299], [2.6793, 1.0260, -0.2633], [2.3735, -0.8408, 0.1290], [0.1590, 1.3238, -0.0603], [-0.2780, -1.5861, 0.1462]],
  "forces_ev_per_angstrom": [[2.248, -0.177, -0.029], [2.312, -3.237, 0.482], [-1.989, 3.269, -1.854], [-2.020, 0.453, 0.039], [2.617, -0.523, 0.153], [-1.392, -1.279, 0.443], [-0.876, 1.676, -0.218], [-1.334, 3.703, -0.412], [0.433, -3.887, 1.397]],
  "max_force_ev_per_a": 4.25,
  "orbital_gap_ev": [6.9, 6.9],
  "de_lowest_ev": 4.142
}

=====

Entry 3:
{
  "formula": "C3H4P2",
  "method": "ωB97M-V/def2-TZVPD",
  "species": ["C", "C", "C", "P", "P", "H", "H", "H", "H"],
  "coordinates": [[-0.2097, 1.4224, 0.3186], [-0.0904, -1.5271, 0.0782], [0.0644, -0.0634, 0.1854], [1.3291, 0.9434, -0.5176], [0.0457, -0.5556, -1.6277], [-1.0204, 1.8189, -0.2760], [0.0601, 2.0731, 1.1743], [0.8081, -1.9948, 0.3308], [-0.9868, -2.1170, 0.3339]],
  "forces_ev_per_angstrom": [[-0.857, 0.386, 0.178], [0.156, 1.369, 0.085], [-0.907, 0.652, 0.006], [1.594, -1.131, -0.532], [-0.746, -0.092, 0.135], [-0.133, 0.112, -0.053], [-0.508, -1.018, 0.158], [1.191, -1.127, 0.317], [0.209, 0.851, -0.295]],
  "max_force_ev_per_a": 2.03,
  "orbital_gap_ev": 7.8,
  "smiles": "C1P2#P3CC123",
  "de_lowest_ev": 1.637
}